No. 1
Formula: C11H17NO2
Source: the Open Molecules 2025 dataset
Level of theory: ωB97M-V with the def2-TZVPD basis set

```
31
Properties=species:S:1:pos:R:3:forces:R:3
C 2.5891 -0.8771 -2.0216 -0.358 1.144 0.028
N 3.1204 -1.5181 -0.8502 1.274 -1.013 0.061
C 3.3681 -0.7077 0.3124 -0.159 0.594 0.145
C 2.3213 -0.9380 1.3978 0.421 -0.455 0.560
C 0.9250 -0.6411 0.9255 0.170 -0.035 0.617
C 0.1212 -1.6460 0.4377 -0.631 -0.743 -1.240
C -1.1102 -1.4001 -0.1831 0.738 1.384 1.239
C -1.6111 -0.1100 -0.1134 -0.201 0.280 -0.729
O -2.8682 0.1129 -0.6694 0.719 0.295 0.270
C -2.8767 1.0619 -1.7382 0.172 0.343 -0.068
C -0.8381 0.9346 0.4468 -0.432 -1.211 0.001
O -1.3366 2.1955 0.5347 0.405 0.321 -0.344
C -2.4863 2.2890 1.3301 -0.163 0.001 1.828
C 0.4131 0.6462 0.9642 -0.068 0.660 -0.162
H 1.5845 -0.4432 -1.8033 0.660 -0.353 -0.138
H 3.2401 -0.0326 -2.3876 -0.504 -0.651 0.043
H 2.4704 -1.6526 -2.7695 -0.024 0.163 -0.411
H 4.0409 -1.9175 -1.0569 -0.769 -0.093 -0.412
H 4.3512 -0.9715 0.6917 0.108 -0.066 0.326
H 3.4469 0.3552 0.0484 -0.207 0.140 0.055
H 2.6208 -0.3363 2.2735 -0.365 -0.123 -0.197
H 2.4015 -2.0090 1.6923 -0.149 0.659 -0.133
H 0.4615 -2.6638 0.3818 0.441 -0.217 0.180
H -1.6853 -2.1383 -0.6874 -0.308 -0.609 -0.135
H -2.1486 0.7585 -2.5143 -0.309 0.152 0.267
H -3.8910 0.9996 -2.1332 0.144 0.206 -0.124
H -2.6396 2.1080 -1.4098 -0.245 -0.949 -0.197
H -2.3027 1.8331 2.3425 -0.025 0.375 -0.753
H -3.3511 1.7733 0.9287 -0.142 0.070 -0.359
H -2.6680 3.3528 1.4833 -0.185 -0.099 -0.134
H 0.9714 1.4746 1.3989 -0.006 -0.171 -0.083
```
Forces are in eV/Å.

Calculated values
Energy relative to the best compared isomer or geometry (same formula, charge and spin) in kcal/mol: 43.46
LUMO energy in eV: 0.934
Structure (SMILES): CNCCc1ccc(OC)c(OC)c1

=====

No. 2
Formula: C15H21Br9O9
Source: the Open Molecules 2025 dataset
Level of theory: ωB97M-V with the def2-TZVPD basis set

```
54
Properties=species:S:1:pos:R:3:forces:R:3
C -7.6820 3.5230 0.4179 1.150 1.356 -0.059
C -8.5490 2.4756 -0.1764 -1.824 -0.110 1.255
C -10.0127 2.5589 0.2649 -1.111 0.485 1.291
O -10.8157 2.8587 -0.8733 1.366 -0.483 -0.575
C -9.9618 2.9662 -1.9262 -1.433 2.158 -1.703
O -10.3317 3.4530 -2.9864 1.462 -1.763 2.134
O -8.6873 2.6427 -1.5686 0.006 -0.303 -1.311
H -7.3916 3.3522 1.4545 0.000 -0.458 -0.091
H -8.0635 4.5440 0.4201 -0.703 -0.089 -0.214
H -6.7892 3.6309 -0.1980 0.314 -0.345 0.180
H -8.2267 1.5034 0.1963 0.554 -0.295 -1.081
H -10.1681 3.3958 0.9457 0.076 -0.095 0.256
H -10.4037 1.6555 0.7329 0.146 -0.058 -0.079
C 4.9691 -1.6243 3.1362 1.188 0.319 2.039
C 6.0402 -1.1223 4.1700 -1.014 -1.162 -0.805
C 6.9516 -0.0887 3.5933 -0.628 1.382 0.168
O 7.0380 0.8785 4.6408 -0.640 0.316 2.700
C 6.0655 0.5930 5.6195 -0.883 1.971 3.392
O 5.7660 1.1745 6.6998 2.161 -1.554 -4.852
O 5.3831 -0.4957 5.2681 0.103 0.381 -0.518
H 5.4847 -2.4082 2.5814 -0.685 -0.033 -0.355
H 4.5747 -0.7952 2.5487 0.347 -0.119 -0.209
H 4.1526 -1.9527 3.7792 -0.054 -0.642 -0.433
H 6.6209 -1.9013 4.6641 -0.090 -0.546 -0.526
H 6.4247 0.4731 2.8221 0.356 -0.382 -0.636
H 7.9437 -0.4300 3.2974 -0.162 0.074 0.040
C 2.1367 4.1083 -1.8269 -0.249 0.032 0.243
C 1.9813 5.1344 -0.6771 -0.233 -0.290 -2.352
C 0.6313 5.8615 -0.6987 1.737 0.944 -2.812
O 0.1239 5.7173 0.5322 -0.615 -1.709 4.694
C 0.9200 4.8111 1.3078 -0.820 -0.065 4.197
O 0.7880 4.4812 2.5519 0.288 1.930 -7.250
O 1.9119 4.4267 0.4916 -0.037 -1.592 3.106
H 2.6925 3.2273 -1.5056 0.596 0.381 0.034
H 2.5364 4.5278 -2.7502 0.158 0.031 0.174
H 1.1732 3.6599 -2.0694 -0.302 0.326 0.011
H 2.8043 5.8440 -0.5928 0.160 -0.096 -0.226
H -0.0140 5.4791 -1.4896 -0.242 -0.126 0.145
H 0.8568 6.9062 -0.9127 -0.446 0.227 0.025
C -1.1594 -3.5797 -1.6636 -0.933 0.413 -0.470
Br -2.0955 -2.1637 -0.7301 -0.212 -0.086 -0.049
Br -0.2879 -2.7484 -3.2456 -0.246 -0.898 1.012
Br -2.4349 -5.0305 -2.2085 1.106 0.977 0.405
H -0.4971 -3.9184 -0.8669 0.288 -0.403 -0.896
C 7.5093 -2.5035 -6.3261 0.548 0.718 0.302
Br 8.0628 -2.3056 -8.2060 -0.419 -0.266 1.010
Br 8.3274 -1.0291 -5.2457 -0.528 -0.740 -0.618
Br 7.9630 -4.1935 -5.5266 0.054 0.095 -0.323
H 6.4290 -2.4128 -6.2126 0.344 0.192 -0.369
C -2.0868 -12.8527 -0.3339 -0.324 -1.203 0.099
Br -1.0855 -13.7743 -1.7709 -0.525 0.729 0.655
Br -1.6215 -13.7297 1.3874 -0.156 0.767 -0.847
Br -4.0264 -13.0190 -0.6120 0.777 0.133 0.005
H -1.8702 -11.7845 -0.3233 0.228 -0.426 0.088
```
Forces are in eV/Å.

Calculated values
Energy relative to the best compared isomer or geometry (same formula, charge and spin) in kcal/mol: 45.51
LUMO energy in eV: -0.597

=====

Short version: HOMO-LUMO gap = 9.42; 9.83 eV, in the order given.